Here is a structure of composition C41H43B2ClIN10O3S3Yb at a distorted geometry from the OMol25 dataset. Energies are from ωB97M-V/def2-TZVPD.

The net charge is 0. The value obtained for the energy relative to the best compared isomer or geometry (same formula, charge and spin) is 0.459 eV. The energy comes out at -150278.557 eV. The HOMO-LUMO gap is 7.2 eV. As for the spin multiplicity: 2.

The geometry in XYZ format:
```
105
Properties=species:S:1:pos:R:3:forces:R:3
Yb 0.067818 -0.199930 -0.341015 -1.123 0.498 -1.262
C 1.183795 3.313323 -1.566095 -0.129 0.247 0.002
N -0.006771 3.909598 -0.980994 0.615 -0.046 -0.098
C -0.050678 5.115425 -0.299253 0.035 -0.178 -0.086
C -1.301549 5.226082 0.189046 -0.154 -0.229 -0.060
N -2.008731 4.097983 -0.184648 -0.173 0.028 0.209
B -3.426535 3.739641 0.323579 -0.061 0.067 -0.068
N -3.347846 2.678704 1.518923 -0.091 0.115 -0.246
C -4.525840 2.424781 2.196194 0.209 0.136 -0.190
C -4.261094 1.577161 3.207633 0.124 -0.087 0.121
N -2.911766 1.301642 3.137826 0.202 -0.331 0.300
C -2.176181 0.473045 4.085380 -0.177 0.117 -0.111
C -2.354258 1.972722 2.089866 -0.155 0.188 0.004
S -0.650881 1.911116 1.792355 -0.202 -0.201 -0.025
C -1.198297 3.294519 -0.888100 -0.268 -0.019 0.087
S -1.595992 1.765353 -1.567355 0.124 0.242 0.036
H 1.954957 4.077384 -1.628832 -0.006 0.024 -0.028
H 0.958284 2.936034 -2.559777 -0.038 -0.028 -0.049
H 1.567185 2.498067 -0.953657 -0.017 -0.071 0.108
H 0.802345 5.767238 -0.233064 -0.016 -0.035 -0.024
H -1.759947 6.007187 0.768909 -0.005 -0.047 -0.015
H -3.913812 4.757518 0.791225 0.083 -0.220 -0.072
H -4.105689 3.258739 -0.558954 0.120 0.075 0.154
H -5.448107 2.900139 1.906676 0.076 -0.011 -0.010
H -4.889719 1.180758 3.986806 0.043 -0.008 -0.030
H -2.844528 0.234263 4.911999 0.012 -0.007 -0.010
H -1.306096 1.004081 4.461693 0.039 0.068 -0.003
H -1.827268 -0.442215 3.614470 0.020 -0.075 -0.083
Cl 5.069743 -5.267005 -0.437959 -0.055 0.045 -0.012
C 4.188003 -3.765179 -0.484207 -0.119 -0.204 -0.122
C 4.770965 -2.631440 -0.029003 0.059 0.365 0.110
C 4.077860 -1.399802 -0.081308 0.298 -0.140 -0.052
I 5.027390 0.304906 0.626503 -0.046 0.061 -0.002
C 2.807780 -1.296054 -0.597446 -0.435 0.519 0.025
O 2.147748 -0.149104 -0.699933 0.331 -0.534 0.172
C 2.161721 -2.521771 -1.003366 0.148 0.382 0.183
N 0.839900 -2.435619 -1.337811 0.232 0.242 0.464
C 0.218136 -3.512784 -1.738205 0.033 -0.173 -0.012
C 0.862342 -4.761736 -1.842873 -0.183 0.046 -0.052
C 2.161725 -4.873274 -1.451603 0.184 -0.091 0.080
C 2.860885 -3.737750 -0.979672 -0.232 -0.426 -0.234
H 5.773260 -2.669879 0.375103 -0.009 0.047 -0.012
H -0.838366 -3.417260 -1.964012 0.023 0.025 0.017
H 0.309621 -5.620011 -2.200446 0.011 0.024 0.002
H 2.670267 -5.827535 -1.486608 -0.007 0.007 0.007
C -5.276042 -1.689279 2.471805 0.006 0.072 -0.041
N -4.524193 -1.436415 1.260523 0.015 0.002 -0.134
C -3.292255 -1.883786 1.001559 0.009 -0.133 0.010
N -2.674648 -2.594846 1.944524 0.169 0.010 -0.161
S -2.609502 -1.612786 -0.540289 0.121 0.149 0.007
H -6.083296 -0.965394 2.531195 -0.043 -0.009 -0.022
H -4.654887 -1.542321 3.356248 0.029 0.044 0.011
H -5.697370 -2.696148 2.494538 0.026 -0.044 -0.011
H -4.961480 -0.950067 0.494787 0.005 0.082 0.063
H -3.065281 -2.703164 2.863117 0.000 0.024 0.068
H -1.685108 -2.775726 1.841158 -0.016 0.048 0.016
C 3.812567 -0.077945 7.586834 0.020 -0.063 0.021
C 2.614411 0.728022 7.064947 -0.019 -0.082 -0.101
C 3.125402 2.074873 6.550426 0.026 0.071 -0.035
C 1.644879 0.994913 8.221608 -0.051 0.063 0.065
C 1.913598 -0.073803 5.960509 0.025 -0.030 -0.045
C 1.172554 -1.214652 6.292521 -0.011 -0.046 -0.073
C 0.525499 -1.997842 5.332035 0.090 0.029 0.218
C 0.650498 -1.602010 4.022092 -0.338 -0.409 -0.055
O 0.059830 -2.134169 2.890021 0.116 0.120 0.230
B 0.420178 -1.287164 1.807471 0.220 -0.311 0.675
O 1.315561 -0.316289 2.323876 0.338 -0.185 0.272
C 1.390080 -0.498062 3.679068 0.087 0.267 -0.368
C 2.024695 0.288031 4.611777 0.095 0.045 0.184
H 4.347706 0.484427 8.358089 -0.042 -0.017 -0.029
H 4.512528 -0.300456 6.778117 -0.027 0.020 0.018
H 3.489107 -1.027471 8.020545 0.010 0.039 -0.024
H 3.541404 2.645593 7.384036 -0.007 -0.015 -0.035
H 2.324115 2.667037 6.100331 0.024 -0.029 0.043
H 3.918669 1.955735 5.807719 -0.052 -0.017 0.044
H 2.125131 1.629751 8.970820 -0.010 -0.026 -0.016
H 1.336074 0.075767 8.722480 0.010 0.031 -0.039
H 0.746681 1.506134 7.866695 0.032 -0.005 0.012
H 1.094380 -1.513031 7.331135 -0.002 0.008 -0.048
H -0.044870 -2.876435 5.609682 0.017 0.048 -0.006
H 2.576621 1.159559 4.286804 -0.037 -0.041 0.015
N -1.110868 -0.322745 -7.966986 -0.081 -0.041 -0.188
C -0.753944 -0.206766 -9.299300 -0.386 -0.052 0.182
C -1.491135 -0.272235 -10.480449 0.091 -0.003 0.003
C -0.784725 -0.104317 -11.655199 0.084 0.019 0.010
C 0.606242 0.122008 -11.653679 -0.116 -0.022 0.062
C 1.318857 0.186246 -10.473649 0.030 0.002 -0.043
C 0.618845 0.019559 -9.277161 0.504 0.085 0.124
N 1.088443 0.044114 -7.965433 -0.075 0.000 -0.385
C 0.033540 -0.162062 -7.233909 -0.062 -0.030 0.444
C 0.050181 -0.216788 -5.756068 -0.008 0.005 -0.487
C 1.213554 0.120915 -5.084855 0.175 0.054 0.061
C 1.222958 0.078044 -3.703350 0.170 0.005 0.094
N 0.160513 -0.265498 -2.981194 -0.422 -0.184 0.299
C -0.957526 -0.600427 -3.627862 0.113 0.069 -0.172
C -1.054347 -0.595364 -5.006259 -0.135 -0.046 0.065
H -2.035880 -0.471471 -7.607245 0.004 0.026 -0.003
H -2.559644 -0.447414 -10.484016 0.030 0.010 0.009
H -1.312644 -0.146206 -12.599782 0.026 0.000 0.023
H 1.120325 0.247806 -12.598446 -0.026 -0.005 0.033
H 2.387748 0.360409 -10.462918 -0.051 -0.007 0.005
H 2.095152 0.411639 -5.640161 -0.047 -0.011 0.012
H 2.115340 0.326618 -3.138540 -0.032 -0.006 -0.005
H -1.821803 -0.865914 -3.028584 0.033 0.025 0.018
H -1.994231 -0.879758 -5.461706 0.024 -0.007 0.001
```
Positions in Å, forces in eV/Å.